No. 1
Formula: C11H14BN7ReS
Source: the Open Molecules 2025 dataset
Level of theory: ωB97M-V with the def2-TZVPD basis set

Atoms and positions in Å:
C -0.25 3.11 -0.51
N 0.06 1.94 -1.17
N 0.31 2.11 -2.58
C 0.20 3.44 -2.73
C -0.10 4.08 -1.49
B 0.36 0.85 -3.56
N 1.39 -0.11 -2.90
N 1.20 -0.47 -1.56
C 2.13 -1.47 -1.28
C 3.00 -1.61 -2.40
C 2.46 -0.76 -3.40
Re -0.60 0.36 -0.82
N -1.00 0.08 -3.29
N -1.89 -0.20 -1.74
C -2.85 -1.15 -2.19
C -2.84 -1.33 -3.59
C -1.73 -0.60 -4.15
H -3.45 -1.54 -1.40
H -1.52 -0.45 -5.18
H -3.59 -1.80 -4.12
H 0.59 1.07 -4.72
H 2.78 -0.54 -4.39
H 0.40 3.81 -3.70
H 3.89 -2.18 -2.48
H -0.15 5.12 -1.28
H 2.14 -1.97 -0.33
H -0.55 3.03 0.54
H -1.29 -3.64 -0.49
C -0.98 -3.46 0.63
H 0.18 -3.29 0.86
H 2.45 0.33 3.20
H -1.78 -3.04 1.38
S -1.09 -0.10 1.63
C 0.51 0.21 2.11
N 1.63 0.19 2.59

Summary:
LUMO energy (alpha / beta) = -17.5 / -17.4 eV
net charge = +4
gap between HOMO and LUMO (alpha / beta) = 4.5 / 4.8 eV
spin multiplicity = 4

No. 2
Formula: C11H14BNO5
Source: the Open Molecules 2025 dataset
Level of theory: ωB97M-V with the def2-TZVPD basis set

Atoms and positions in Å:
C 0.60 2.22 -4.16
C 0.27 1.32 -3.01
O -0.83 0.80 -2.99
N 1.21 1.14 -2.01
C 1.03 0.11 -1.01
C -0.39 0.00 -0.48
C -0.59 -1.00 0.65
C -0.15 -2.28 0.59
C -0.30 -3.14 1.67
C -1.06 -2.77 2.78
C -1.52 -1.47 2.85
C -1.23 -0.60 1.81
B -1.66 0.89 2.10
O -2.96 1.18 2.28
O -0.67 1.87 2.18
C 1.96 0.32 0.13
O 1.81 1.15 1.00
O 2.96 -0.59 0.17
H 0.30 1.76 -5.09
H 0.09 3.17 -4.02
H 1.68 2.40 -4.17
H 2.14 1.60 -2.03
H 1.27 -0.83 -1.53
H -0.73 0.98 -0.19
H -1.04 -0.27 -1.31
H 0.35 -2.66 -0.28
H 0.14 -4.11 1.65
H -1.17 -3.46 3.58
H -2.03 -1.10 3.69
H -3.17 2.10 2.26
H 0.22 1.68 1.87
H 3.47 -0.41 1.00

Summary:
LUMO energy = 0.4 eV
net charge = 0
gap between HOMO and LUMO = 9.3 eV
SMILES = CC(=O)N[C@H](Cc1ccccc1B(O)O)C(=O)O

No. 3
Formula: C11H14BeN7OS
Source: the Open Molecules 2025 dataset
Level of theory: ωB97M-V with the def2-TZVPD basis set

Atoms and positions in Å:
Be -0.29 -0.55 0.21
N 1.10 1.29 -2.99
C 0.59 0.49 -2.06
S -0.54 1.16 -0.90
N 0.97 -0.80 -2.11
N 0.33 -1.44 -1.11
C 0.11 -2.70 -1.04
C -0.78 -3.04 0.09
C -1.18 -4.31 0.43
C -2.07 -4.46 1.48
C -2.53 -3.34 2.15
C -2.08 -2.09 1.76
N -1.23 -1.95 0.75
H 0.80 2.24 -3.07
H 1.69 0.89 -3.71
H 0.44 -3.41 -1.79
H -0.81 -5.17 -0.12
H -2.41 -5.45 1.77
H -3.24 -3.43 2.97
H -2.39 -1.19 2.25
C 4.19 -0.20 3.03
N 2.81 -0.05 2.62
C 1.73 0.39 3.50
C 0.52 0.21 2.60
O -0.64 0.42 2.87
N 0.96 -0.28 1.38
C 2.28 -0.43 1.46
N 3.01 -0.89 0.44
H 4.41 0.52 3.81
H 4.86 0.02 2.20
H 4.39 -1.21 3.41
H 1.84 1.43 3.79
H 1.65 -0.23 4.40
H 2.56 -0.99 -0.46
H 4.01 -0.92 0.48

Summary:
LUMO energy = -3.6 eV
net charge = +1
gap between HOMO and LUMO = 7.8 eV

No. 4
Formula: C11H14BrCl2FN3O2P
Source: the Open Molecules 2025 dataset
Level of theory: ωB97M-V with the def2-TZVPD basis set

Atoms and positions in Å:
C -0.03 3.89 0.09
C 1.02 2.74 -0.03
C 1.05 1.81 1.17
F 2.31 1.95 1.74
C 0.73 0.29 0.91
C 1.27 -0.11 -0.40
N 1.52 -0.20 -1.52
C 1.65 -0.45 1.93
C 1.43 -1.97 2.04
C -0.79 0.11 1.13
C -1.00 0.06 2.60
N -1.15 0.06 3.74
N -1.54 1.32 0.70
C -2.61 1.13 0.08
O -3.47 1.28 -0.68
P -1.84 -1.34 0.51
O -1.40 -2.74 1.25
Br -1.33 -1.81 -1.62
H -0.94 3.52 -0.37
H -0.21 4.18 1.11
H 0.29 4.71 -0.55
H 0.84 2.29 -1.00
H 1.98 3.25 -0.10
H 0.39 2.21 1.93
H 1.59 -0.02 2.92
H 2.64 -0.35 1.51
H 1.12 -2.37 1.07
H 2.37 -2.45 2.26
H 0.66 -2.25 2.74
H -1.44 -2.56 2.20
Cl -1.47 -4.78 -5.92
C -1.11 -3.11 -5.50
Cl 0.09 -3.00 -4.20
H -0.71 -2.60 -6.37
H -2.02 -2.63 -5.17

Summary:
LUMO energy = -0.2 eV
net charge = 0
gap between HOMO and LUMO = 9.4 eV
SMILES = CC[C@H](F)[C@@](C#N)(CC)[C@@](C#N)(N=C=O)P(O)Br.ClCCl

No. 5
Formula: C11H14BrF3GeIO4STa
Source: the Open Molecules 2025 dataset
Level of theory: ωB97M-V with the def2-TZVPD basis set

Atoms and positions in Å:
Ta -1.32 -0.28 -0.14
F -3.79 0.36 1.75
C -3.15 -0.59 1.05
F -3.45 -1.74 1.66
F -3.77 -0.64 -0.24
C -0.74 3.88 -1.62
Ge -1.07 1.99 -1.81
C 0.49 1.34 -2.78
C -2.67 1.81 -2.91
C -1.34 1.58 0.19
H -0.50 4.26 -2.61
H 0.10 4.06 -0.94
H -1.62 4.40 -1.24
H 0.59 2.04 -3.61
H 0.40 0.33 -3.17
H 1.38 1.40 -2.15
H -2.45 2.22 -3.90
H -3.47 2.39 -2.45
H -3.00 0.78 -3.03
H -1.40 2.54 0.70
Br 1.00 -1.85 5.43
C 2.06 -1.84 3.86
C 3.33 -2.37 3.97
C 4.18 -2.39 2.88
C 3.76 -1.87 1.66
C 2.49 -1.33 1.53
C 1.64 -1.33 2.63
I -0.24 -0.53 2.52
H 3.66 -2.77 4.92
H 5.17 -2.82 2.98
H 4.42 -1.88 0.81
H 2.17 -0.94 0.58
O -0.06 -3.20 -2.22
S -0.52 -2.18 -1.37
O 0.51 -1.18 -0.81
O -1.48 -1.11 -2.02
O -1.29 -2.52 -0.12

Summary:
LUMO energy = -0.5 eV
net charge = 0
gap between HOMO and LUMO = 8.6 eV

No. 6
Formula: C11H14ClNS
Source: the Open Molecules 2025 dataset
Level of theory: ωB97M-V with the def2-TZVPD basis set

Atoms and positions in Å:
S -0.01 -0.16 -1.58
N -0.21 -0.05 0.05
C 0.04 1.00 0.74
Cl -0.17 0.82 2.44
C 0.58 2.27 0.31
C 1.68 2.37 -0.50
C 2.26 3.53 -0.97
C 1.87 4.63 -0.28
C 0.84 4.66 0.60
C 0.19 3.47 0.93
H -0.27 -1.58 -1.71
H 1.99 1.44 -1.01
H 3.07 3.52 -1.80
H 2.20 5.60 -0.57
H 0.62 5.62 1.14
H -0.86 3.38 1.42
C -0.68 -3.51 -1.38
C -1.00 -3.27 -0.13
C -0.07 -3.27 1.01
C -2.50 -3.24 0.27
H 0.32 -3.83 -1.73
H -1.30 -3.85 -2.21
H 0.02 -2.29 1.31
H 0.75 -3.92 0.82
H -0.74 -3.67 1.84
H -2.66 -3.81 1.25
H -2.84 -2.24 0.39
H -3.12 -3.62 -0.67

Summary:
LUMO energy = 0.4 eV
net charge = 0
gap between HOMO and LUMO = 8.9 eV
SMILES = S/N=C(/Cl)c1ccccc1.C=C(C)C

No. 7
Formula: C11H14N
Source: the Open Molecules 2025 dataset
Level of theory: ωB97M-V with the def2-TZVPD basis set

Atoms and positions in Å:
C -0.41 2.90 -1.11
N 0.22 2.01 -0.34
C 0.10 0.65 -0.23
C -0.48 -0.14 -1.21
C -0.81 0.33 -2.55
C -0.88 -1.53 -0.90
C 0.53 0.03 1.09
C -0.30 -0.16 2.20
C 0.18 -0.82 3.31
C 1.40 -1.41 3.34
C 2.28 -1.33 2.21
C 1.76 -0.66 1.12
H -0.94 2.61 -2.06
H -0.22 3.91 -1.02
H 0.81 2.47 0.39
H -0.95 -0.50 -3.20
H -0.01 0.83 -3.16
H -1.79 1.02 -2.57
H -0.36 -2.18 -1.52
H -1.88 -1.66 -1.32
H -0.64 -1.88 0.05
H -1.38 0.06 2.14
H -0.37 -0.98 4.18
H 1.53 -2.21 4.12
H 3.24 -1.84 2.30
H 2.34 -0.75 0.23

Summary:
LUMO energy (alpha / beta) = -5.2 / -5.2 eV
net charge = +1
gap between HOMO and LUMO (alpha / beta) = 7.4 / 7.4 eV
SMILES = C=[NH+]C(=C(C)C)c1ccccc1

No. 8
Formula: C11H14N2
Source: the Open Molecules 2025 dataset
Level of theory: ωB97M-V with the def2-TZVPD basis set

Atoms and positions in Å:
C 2.08 2.68 0.42
C 1.11 2.86 -0.71
C -0.24 2.85 -0.80
N -0.56 2.78 -2.14
C 0.63 2.75 -2.80
N 1.65 2.78 -2.00
H 2.23 3.65 0.91
H 3.03 2.45 -0.05
H 1.76 2.00 1.20
H -0.96 2.62 -0.05
H -1.43 2.81 -2.64
H 0.75 2.76 -3.84
C -0.79 -4.36 0.36
C -0.81 -2.89 0.70
C -0.62 -2.47 2.01
C -0.63 -1.10 2.28
C -0.53 -0.18 1.25
C -0.59 -0.62 -0.07
C -0.83 -1.95 -0.33
H -1.31 -4.50 -0.58
H -1.24 -4.90 1.20
H 0.23 -4.75 0.28
H -0.47 -3.18 2.81
H -0.65 -0.74 3.30
H -0.37 0.87 1.45
H -0.50 0.15 -0.83
H -0.94 -2.36 -1.32

Summary:
LUMO energy = 0.9 eV
net charge = 0
gap between HOMO and LUMO = 9.6 eV
SMILES = Cc1c[nH]cn1.Cc1ccccc1